[1]
{
  "formula": "C2H2N4O",
  "method": "ωB97M-V/def2-TZVPD",
  "species": ["C", "C", "H", "H", "N", "N", "N", "N", "O"],
  "positions_angstrom": [[-1.44231, -0.10909, 0.06202], [0.54235, 0.87247, -0.00139], [1.10619, 1.77386, 0.16558], [2.18940, -0.40277, -0.05726], [-0.69684, 1.09316, -0.02008], [1.26478, -0.26089, -0.09749], [0.45798, -1.47137, -0.00479], [-0.76200, -1.27678, 0.03861], [-2.65956, -0.21859, -0.08519]],
  "forces_ev_per_a": [[-3.12, 2.44, -2.52], [3.13, 1.85, 0.26], [0.84, 0.26, -0.36], [3.93, -0.24, 0.24], [-2.56, -1.66, 0.90], [-6.82, -1.24, 0.21], [0.63, 1.64, -0.47], [1.96, -4.00, 0.84], [1.99, 0.95, 0.89]],
  "de_lowest_ev": 0.865,
  "fmax_ev_per_a": 6.9,
  "energy_ev": -10111.44005,
  "homo_lumo_gap_ev": 9.2,
  "multiplicity": 1
}

=====

[2]
{
  "formula": "C2H2N4O2",
  "method": "ωB97M-V/def2-TZVPD",
  "species": ["C", "C", "H", "H", "N", "N", "N", "N", "O", "O"],
  "positions_angstrom": [[1.27643, 0.02293, -0.05086], [-1.10661, 0.87588, 0.23333], [2.73949, -1.13096, 0.31457], [-0.82981, 1.92805, 0.28233], [-0.18137, -0.04441, -0.08030], [-2.29828, 0.53701, 0.02474], [-2.16132, -0.87150, -0.22383], [-0.97174, -1.17952, -0.28473], [1.74024, -1.17686, 0.17219], [1.79297, 1.03939, -0.38746]],
  "forces_ev_per_a": [[-2.33, 0.31, -1.51], [2.28, 4.13, -1.37], [-1.72, -0.03, -0.51], [0.07, -0.31, 0.54], [-1.13, -1.52, 0.96], [-1.48, -2.54, 0.61], [-1.05, 1.47, -0.20], [2.22, -1.20, -0.25], [2.39, -0.33, 0.94], [0.75, 0.02, 0.79]],
  "de_lowest_ev": 2.771,
  "fmax_ev_per_a": 4.9,
  "energy_ev": -12159.97667,
  "homo_lumo_gap_ev": 11.2,
  "multiplicity": 1
}

=====

[3]
{
  "formula": "C2H2N4O2",
  "method": "ωB97M-V/def2-TZVPD",
  "species": ["N", "C", "C", "N", "N", "N", "O", "O", "H", "H"],
  "positions_angstrom": [[-0.24594, 0.21024, 0.12280], [-1.06434, -0.82748, 0.01208], [0.81566, 0.06744, -0.85757], [-0.22998, 1.07685, 1.23080], [-0.19928, -1.44797, -1.44262], [0.26133, -0.50048, -2.06939], [-1.79205, -1.50452, 0.63580], [1.92737, 0.50440, -0.68835], [0.15438, 0.54742, 2.01285], [0.37285, 1.87409, 1.04359]],
  "forces_ev_per_a": [[0.04, 0.46, 0.51], [3.00, -1.27, -0.58], [0.67, 4.80, 0.64], [0.18, -0.56, -0.10], [-3.99, -2.17, -1.07], [2.18, -0.69, 1.47], [-0.56, 0.51, -0.32], [-1.47, -1.13, -0.30], [0.02, 0.27, -0.04], [-0.08, -0.20, -0.21]],
  "de_lowest_ev": 5.298,
  "fmax_ev_per_a": 4.9,
  "energy_ev": -12157.44952,
  "homo_lumo_gap_ev": [8.3, 8.3],
  "multiplicity": 1
}

=====

[4]
{
  "formula": "C2H2N6",
  "method": "ωB97M-V/def2-TZVPD",
  "species": ["C", "C", "H", "H", "N", "N", "N", "N", "N", "N"],
  "positions_angstrom": [[0.35109, 0.64598, -0.82409], [-0.14585, -1.51416, -0.30942], [1.93379, 0.90470, -1.69618], [-0.30411, -2.54265, -0.64783], [1.26731, 1.43315, -1.17177], [0.17049, -0.66440, -1.20525], [0.04421, -1.35702, 1.05931], [-0.15954, -0.26509, 1.64986], [-0.97539, 0.66795, 1.05335], [-0.75581, 1.16355, -0.07907]],
  "forces_ev_per_a": [[0.72, 0.96, 0.23], [0.45, -0.54, -0.95], [0.74, -0.27, -0.63], [-0.19, 0.26, 0.38], [-0.54, 0.08, 0.61], [-0.62, -0.66, -0.23], [0.04, 0.68, 0.84], [0.35, -0.94, -0.27], [-0.16, 1.18, -1.62], [-0.80, -0.75, 1.65]],
  "de_lowest_ev": 1.787,
  "fmax_ev_per_a": 2.0,
  "energy_ev": -11042.11857,
  "homo_lumo_gap_ev": 8.4,
  "multiplicity": 1
}

=====

[5]
{
  "formula": "C2H2N6",
  "method": "ωB97M-V/def2-TZVPD",
  "species": ["C", "C", "H", "H", "N", "N", "N", "N", "N", "N"],
  "positions_angstrom": [[0.94515, -0.10155, -0.01961], [-1.05079, -1.17130, -0.21917], [2.63477, 0.70978, 0.73413], [-1.72422, -1.91862, -0.48309], [2.00217, -0.17242, 0.66595], [0.21957, -1.10351, -0.62572], [-1.73352, -0.18144, 0.47530], [-1.43364, 1.04843, 0.54493], [-0.46478, 1.68457, -0.46634], [0.60530, 1.20606, -0.60637]],
  "forces_ev_per_a": [[2.22, 2.73, -0.14], [3.88, 2.67, -1.79], [-2.19, -1.65, -0.13], [-0.57, -1.60, -0.81], [0.76, 0.25, -0.10], [-3.48, -1.90, 2.08], [0.29, 1.98, 1.59], [-0.41, -1.54, -0.96], [-2.90, 0.44, 1.46], [2.40, -1.37, -1.21]],
  "de_lowest_ev": 2.602,
  "fmax_ev_per_a": 5.0,
  "energy_ev": -11041.30343,
  "homo_lumo_gap_ev": 7.3,
  "multiplicity": 1
}

=====

[6]
{
  "formula": "C2H2NO2S",
  "method": "ωB97M-V/def2-TZVPD",
  "species": ["C", "C", "N", "O", "O", "S", "H", "H"],
  "positions_angstrom": [[0.92346, -0.58676, -1.77174], [-0.97906, 1.37747, 2.26355], [-0.88937, 2.43681, 2.67425], [1.37490, 0.52021, -1.97355], [0.09702, -1.09027, -0.95094], [-0.96980, -1.49282, 0.54509], [1.38804, -1.47461, -2.58677], [-0.94518, 0.30998, 1.80010]],
  "forces_ev_per_a": [[1.78, -1.64, -2.24], [0.31, -2.34, -0.92], [-0.10, 1.06, 0.49], [-0.53, 0.09, 0.66], [-0.83, -0.84, 0.63], [0.87, 0.54, -0.96], [-1.32, 1.70, 1.98], [-0.17, 1.42, 0.36]],
  "de_lowest_ev": 2.696,
  "fmax_ev_per_a": 3.3,
  "total_charge": -1,
  "energy_ev": -18525.73361,
  "homo_lumo_gap_ev": 7.8,
  "multiplicity": 1
}

=====

[7]
{
  "formula": "C2H2NO2S",
  "method": "ωB97M-V/def2-TZVPD",
  "species": ["C", "C", "N", "O", "O", "S", "H", "H"],
  "positions_angstrom": [[0.85652, -0.68172, -0.08171], [-0.40081, -0.08416, -0.58530], [-0.29738, -1.40769, -0.31089], [-2.38469, 1.48214, -0.43833], [1.16086, -0.18452, 1.18268], [-0.91125, 1.48085, -0.57409], [1.69936, -0.62416, -0.77576], [0.27738, 0.01925, 1.58340]],
  "forces_ev_per_a": [[0.26, 2.92, -1.66], [1.77, -1.72, 0.51], [-2.10, 0.30, -0.35], [-2.43, 0.95, -0.05], [0.03, -0.52, 1.74], [1.05, -1.22, -0.28], [0.29, -0.51, 0.52], [1.12, -0.20, -0.44]],
  "de_lowest_ev": 3.533,
  "fmax_ev_per_a": 3.4,
  "total_charge": -1,
  "energy_ev": -18524.89611,
  "homo_lumo_gap_ev": 6.8,
  "multiplicity": 1
}

=====

[8]
{
  "formula": "C2H2NO2S",
  "method": "ωB97M-V/def2-TZVPD",
  "species": ["C", "C", "N", "O", "O", "S", "H", "H"],
  "positions_angstrom": [[0.51514, -0.36453, -0.44349], [0.75939, -1.52339, 0.52038], [-0.93758, -0.43973, -0.40326], [-1.71387, 1.88187, -0.25127], [0.79728, 0.91860, 0.06467], [-0.93488, 0.95460, 0.51701], [1.05204, -0.46535, -1.38766], [0.46249, -0.96207, 1.38362]],
  "forces_ev_per_a": [[-0.07, -2.29, -2.22], [1.46, 1.82, -0.02], [0.48, 1.84, 0.68], [-0.83, 2.11, -0.45], [-1.00, 0.12, 1.10], [0.63, -2.15, -0.78], [-0.34, -0.19, -0.50], [-0.34, -1.26, 2.19]],
  "de_lowest_ev": 2.337,
  "fmax_ev_per_a": 3.2,
  "total_charge": -1,
  "energy_ev": -18520.92000,
  "homo_lumo_gap_ev": [6.3, 6.6],
  "multiplicity": 3
}

=====

[9]
{
  "formula": "C2H2NO2S2",
  "method": "ωB97M-V/def2-TZVPD",
  "species": ["C", "C", "N", "O", "O", "S", "S", "H", "H"],
  "positions_angstrom": [[-0.15115, 0.14776, 1.18264], [-0.38599, 0.72283, -1.79317], [0.68520, -0.85798, 0.62636], [-1.02683, -0.19426, -2.07467], [-0.66569, 0.93396, 0.36359], [0.36932, 2.06593, -2.02904], [-0.20452, -0.03975, 2.84964], [0.56904, -1.10187, -0.34380], [0.81062, -1.67662, 1.21845]],
  "forces_ev_per_a": [[0.80, -1.46, -1.61], [-0.83, 0.28, -0.61], [0.22, -0.49, -0.04], [-0.16, -1.11, 0.41], [-0.19, 0.04, 0.97], [1.09, 1.17, -0.14], [-0.64, 0.76, 1.33], [-0.24, 0.20, -0.14], [-0.04, 0.61, -0.16]],
  "de_lowest_ev": 0.179,
  "fmax_ev_per_a": 2.3,
  "total_charge": -1,
  "energy_ev": -29364.13812,
  "homo_lumo_gap_ev": 6.9,
  "multiplicity": 1
}

=====

[10]
{
  "formula": "C2H2NO2S2",
  "method": "ωB97M-V/def2-TZVPD",
  "species": ["C", "C", "N", "O", "O", "S", "S", "H", "H"],
  "positions_angstrom": [[0.56587, 0.23437, -1.59479], [-0.25872, -0.24392, -0.37698], [0.79691, -0.66648, -2.51321], [0.86804, 1.43400, -1.49673], [-1.98996, -1.73688, -2.76725], [-0.00917, -2.04486, -0.25670], [0.20660, -2.12432, -2.40608], [0.18197, 0.08216, 0.68374], [-1.37828, -0.24277, -0.53561]],
  "forces_ev_per_a": [[-1.01, 2.16, 2.47], [-0.16, -1.89, 2.12], [1.25, 0.00, -2.00], [0.41, -0.83, -1.19], [3.90, -0.92, 0.53], [0.22, -0.87, -0.41], [-4.61, 1.34, 0.87], [-1.29, -0.01, -2.61], [1.29, 1.00, 0.22]],
  "de_lowest_ev": 5.191,
  "fmax_ev_per_a": 4.9,
  "total_charge": -1,
  "energy_ev": -29359.12587,
  "homo_lumo_gap_ev": [7.8, 7.8],
  "multiplicity": 1
}